No. 1
Below is the ion C3H3O3P with charge -2, with properties calculated with wB97M-V/def2-TZVPD.

Values from the calculation:
- Relative energy (zero: lowest compared OMol25 entry of this formula, charge and spin): 88.56 kcal per mole
- E_HOMO (spin up / spin down): 1.2 / 1.3 eV
- Lowest unoccupied orbital energy (spin up / spin down): 7.4 / 7.4 eV
- Frontier orbital gap (spin up / spin down): 6.17 / 6.10 eV

```
! RIJCOSX wB97M-V def2-TZVPD def2/J DEFGRID3
* xyz -2 1
C -2.0252 1.0257 0.1200
C 0.1388 0.4940 -0.0046
C -1.1943 -0.2502 -0.2577
O 2.8178 0.6102 0.8842
O 2.1538 -1.5862 -0.0867
O 1.1314 0.5381 -1.2441
P 1.7289 -0.1853 0.1784
H -2.3826 1.0446 1.2961
H -1.1717 -1.0941 0.3282
H -1.1967 -0.5968 -1.2139
*
```

=====

No. 2
Below is an isolated molecule of C4H10N2O, with properties calculated with wB97M-V/def2-TZVPD.

Values from the calculation:
- Relative energy (zero: lowest compared OMol25 entry of this formula, charge and spin): 34.76 kcal per mole
- E_HOMO: -8.4 eV
- SMILES: CNCC(=O)NC
- Lowest unoccupied orbital energy: 0.9 eV
- Frontier orbital gap: 9.21 eV

```
! RIJCOSX wB97M-V def2-TZVPD def2/J DEFGRID3
* xyz 0 1
C 1.3143 -1.2946 -1.9267
N 0.7756 -1.2584 -0.5694
C -0.5200 -0.6094 -0.3690
C -0.3224 0.8933 -0.2542
N -0.4406 1.4990 0.9618
C -0.9692 0.9854 2.2185
O -0.0296 1.5609 -1.2357
H 0.9765 -0.4414 -2.4977
H 0.9337 -2.1987 -2.4104
H 2.3650 -1.3791 -1.8774
H 1.4146 -0.9993 0.1614
H -1.0934 -0.6899 -1.2924
H -0.9728 -1.0613 0.5098
H -0.0356 2.4186 1.0154
H -0.2485 0.3737 2.7344
H -1.3095 1.8413 2.7908
H -1.8382 0.3599 2.0407
*
```

=====

- Which of these has the highest relative energy (zero: lowest compared OMol25 entry of this formula, charge and spin)?
  C3H3O3P

=====

- The highest relative energy (zero: lowest compared OMol25 entry of this formula, charge and spin) belongs to which entry?
  C3H3O3P